F2FeH10O7P | ωB97M-V/def2-TZVPD

Geometry as XYZ:
```
21
F2FeH10O7P | the Open Molecules 2025 dataset | ωB97M-V/def2-TZVPD
Fe -0.05204 -0.04909 0.03011
O 0.68985 0.41851 1.61110
P 0.37360 -0.29932 3.12317
O -0.24382 -0.67304 1.74994
F 0.23778 1.21823 3.55249
F 1.91159 -0.35266 3.28226
O -0.57432 -1.83334 -0.71861
H -1.00538 -1.98665 -1.55884
H -0.41290 -2.70309 -0.24992
O -0.08820 2.05050 -0.23956
H 0.45880 2.67402 0.26427
H -0.28074 2.42998 -1.10250
O -2.03590 0.29718 -0.00026
H -2.42018 0.29519 -0.88811
H -2.56674 -0.42054 0.49905
O 1.80388 -0.50958 -0.57376
H 2.45205 -0.58154 0.13555
H 1.92918 -1.35187 -1.04538
O -0.20429 0.45424 -2.25397
H 0.72943 0.46732 -2.56765
H -0.70164 0.45556 -3.04937
```

Properties
HOMO-LUMO gap (spin up / spin down) = 9.46 / 5.95 eV
Charge = +2
Multiplicity = 6

Here are the Löwdin charges for atoms 1 to 6, given in e:
1. Fe 0.926
2. O -0.264
3. P 0.714
4. O -0.262
5. F -0.135
6. F -0.118

C3H3F3 | ωB97M-V/def2-TZVPD

Geometry as XYZ:
```
9
C3H3F3 | the Open Molecules 2025 dataset | ωB97M-V/def2-TZVPD
F 2.45809 -0.15180 -0.48141
C 1.53045 0.20790 0.43372
C 0.20172 -0.55428 0.15846
C -0.97552 -0.04151 0.04544
F -1.36772 1.17887 -0.14353
F -2.03321 -0.76702 -0.06027
H 1.98554 0.15339 1.41642
H 1.72417 1.40254 0.56538
H 0.23584 -1.56908 0.35938
```

Properties
HOMO-LUMO gap = 11.21 eV

Here are the Löwdin charges for atoms 1 to 6, given in e:
1. F -0.049
2. C -0.219
3. C 0.032
4. C -0.455
5. F 0.173
6. F 0.165

C3H4Br2 | ωB97M-V/def2-TZVPD

Geometry as XYZ:
```
9
C3H4Br2 | the Open Molecules 2025 dataset | ωB97M-V/def2-TZVPD
Br 1.56044 2.99152 0.00998
C 1.23376 1.17523 0.13881
C 1.26514 -0.00122 -0.53155
C 0.62413 0.10199 0.84168
H 1.12543 -0.49180 -1.52169
H -0.44644 0.18274 0.89269
H 1.19747 -0.32250 1.56955
Br 3.73634 -1.51759 -0.11015
H 2.58089 -0.71859 -0.49634
```

Properties
HOMO-LUMO gap = 9.04 eV

Here are the Löwdin charges for atoms 1 to 6, given in e:
1. Br 0.785
2. C -0.731
3. C -0.203
4. C -0.138
5. H 0.138
6. H 0.101

C3H9NOS2 | ωB97M-V/def2-TZVPD

Geometry as XYZ:
```
16
C3H9NOS2 | the Open Molecules 2025 dataset | ωB97M-V/def2-TZVPD
C -1.57141 0.24765 -2.40118
C 0.37550 -1.38656 1.05478
C 1.17474 1.11144 1.83041
N 0.82047 -0.83743 -1.80431
O -0.96015 0.70216 0.37655
S 0.11642 0.42171 -1.70377
S -0.39774 0.13035 1.64922
H -1.74891 1.17187 -2.95622
H -2.22384 0.15839 -1.52683
H -1.72455 -0.67880 -2.94349
H -0.36756 -2.10212 0.74998
H 1.13673 -1.22733 0.26466
H 0.83720 -1.79843 1.87571
H 1.78163 0.91659 2.58502
H 1.81797 1.02853 0.93140
H 0.93351 2.14197 2.01806
```

Properties
HOMO-LUMO gap = 8.40 eV

Here are the Löwdin charges for atoms 1 to 6, given in e:
1. C -0.321
2. C -0.279
3. C -0.215
4. N -0.461
5. O -0.706
6. S 0.783

Summary of max |F| in eV/Å
9.48, 4.60, 3.76, 4.87
(order as listed above)